The following is a DFT calculation (wB97M-V/def2-TZVPD) of a structure of composition C22H40ClN4O5PPtS.

Computed properties:
Lowest unoccupied orbital energy (alpha / beta) (eV): -5.95 / -10.87
ΔE to the lowest compared entry with this formula, charge and spin (kJ/mol): 37.9
DFT total energy (Ha): -2776.049121
Frontier orbital gap (alpha / beta) (eV): 8.022 / 3.095
⟨S²⟩: 6.015
Spin multiplicity: 5
Charge: +2

Last column: Löwdin spin population.
Cartesian coordinates (Å):
Pt -1.32891 -0.98856 0.06305  1.737
Cl -2.85981 -2.51066 -0.75425  0.424
C -0.41251 -4.64326 1.32675  0.000
C -0.50491 -3.55056 2.40235  0.006
C 0.40739 -3.91246 3.57405  0.009
C -1.94191 -3.36576 2.87115  0.001
O -0.02911 -2.34636 1.77325  0.113
P -0.00281 -0.87616 2.52195  0.007
O 0.19939 -0.94036 3.97165  0.045
O -1.28211 -0.18376 2.02225  0.289
O 1.11899 -0.17316 1.62565  0.032
C 2.55699 -0.31746 1.75455  0.002
C 3.16179 1.05524 1.46795  0.000
C 2.97369 -0.78816 3.14465  0.002
C 3.02729 -1.34486 0.71955  0.001
H -0.71551 -5.59816 1.74635  0.000
H 0.60879 -4.72876 0.96115  0.000
H -1.06871 -4.40206 0.49075  0.000
H 0.04499 -4.80946 4.07005  0.001
H 0.40649 -3.08166 4.28145  0.000
H 1.42569 -4.08156 3.23165  0.000
H -2.29621 -4.28326 3.33185  0.000
H -2.59581 -3.12206 2.03105  0.001
H -1.98811 -2.55956 3.60185  0.000
H 2.93279 1.75244 2.27065  0.000
H 2.77319 1.45924 0.53585  0.000
H 4.24139 0.96614 1.37535  0.000
H 2.47199 -0.18766 3.89895  0.000
H 4.04819 -0.67916 3.26245  0.000
H 2.71039 -1.83096 3.29945  0.000
H 2.95959 -0.93426 -0.28485  0.000
H 2.41929 -2.24406 0.78345  0.000
H 4.06449 -1.60356 0.90865  0.000
C 3.12859 5.06524 -1.53215  0.000
C 3.20329 4.24874 -2.82455  0.000
N 2.28819 3.13114 -2.80885  0.000
C 0.93449 3.33244 -3.26455  0.000
C 0.70219 2.81754 -4.68815  0.000
C 2.75719 1.95704 -2.32325  0.001
O 3.85929 1.82954 -1.83365  0.002
C 1.89609 0.72024 -2.40905  0.008
C 2.34979 -0.33896 -3.19835  -0.001
C 1.68819 -1.55456 -3.14945  0.008
C 0.60129 -1.68586 -2.29595  0.016
N 0.18789 -0.67686 -1.53685  0.175
C 0.80459 0.49864 -1.57735  0.020
H 3.81359 5.90434 -1.60545  0.000
H 3.42779 4.45104 -0.68735  0.000
H 2.12339 5.44454 -1.36755  0.000
H 4.21649 3.85424 -2.92385  0.000
H 2.96379 4.87904 -3.68165  0.000
H 0.73539 4.40474 -3.23795  0.000
H 0.23449 2.83424 -2.58945  0.000
H 1.39669 3.28804 -5.38035  0.000
H -0.31371 3.06494 -4.98985  0.000
H 0.82419 1.73734 -4.74655  0.000
H 3.22329 -0.21166 -3.82465  0.000
H 2.01819 -2.39406 -3.74265  0.001
H 0.05799 -2.62116 -2.22285  0.003
H 0.43489 1.26924 -0.91125  0.005
C -5.41391 -0.23436 -1.33025  0.019
N -5.10871 0.38464 -0.07325  0.030
C -6.12121 0.50434 0.96825  0.004
C -5.39461 1.27164 2.08985  0.006
N -4.06201 1.44724 1.53365  0.030
C -3.97381 0.94094 0.31225  0.094
S -2.58931 1.14614 -0.69145  0.885
H -5.79521 -1.24326 -1.16125  0.001
H -4.51891 -0.29106 -1.94805  0.014
H -6.18011 0.33834 -1.85745  0.001
H -6.45721 -0.48776 1.28195  0.002
H -6.98351 1.04914 0.57605  0.000
H -5.35331 0.71134 3.02795  0.001
H -5.84821 2.24774 2.28845  0.000
H -3.28411 1.82024 2.05615  0.003

Cartesian forces (eV/Å) of the 3 atoms listed first:
Pt 0.24 0.13 -0.17
Cl 0.34 0.45 0.23
C -0.05 0.61 0.13



The following is a DFT calculation (wB97M-V/def2-TZVPD) of a structure of composition C22H40CoN7O5P2S.

Computed properties:
Lowest unoccupied orbital energy (eV): -5.58
ΔE to the lowest compared entry with this formula, charge and spin (kJ/mol): 0.0
DFT total energy (Ha): -4085.224390
Frontier orbital gap (eV): 8.574
Charge: +2

Last column: Löwdin charge in e.
Cartesian coordinates (Å):
Co -0.34466 0.49866 1.12410  0.581
O 0.11644 2.83155 4.23184  0.106
C 0.23115 2.00398 3.35226  -0.489
N -0.34971 2.03337 2.13808  -0.051
C -1.24314 3.11441 1.80373  -0.119
C -2.00648 2.70700 0.58204  -0.231
C -2.96864 3.51828 -0.00034  0.011
C -3.58558 3.10543 -1.16663  -0.015
C -3.21249 1.88841 -1.72679  -0.025
C -2.26027 1.12648 -1.08650  -0.099
N -1.67630 1.51370 0.05418  0.065
C 1.09735 0.78278 3.46234  -0.145
C 1.91131 0.51009 4.53918  0.046
C 2.74781 -0.59509 4.46484  -0.004
C 2.75895 -1.35720 3.30607  -0.010
C 1.90514 -1.01701 2.27099  -0.069
N 1.07584 0.01533 2.36536  0.045
H -0.69046 4.03764 1.59603  0.150
H -1.91424 3.34992 2.63783  0.138
H -3.21324 4.46468 0.46300  0.136
H -4.34006 3.72164 -1.63696  0.127
H -3.66026 1.52826 -2.64197  0.121
H -1.95279 0.16871 -1.47505  0.086
H 1.88771 1.17598 5.39112  0.138
H 3.40014 -0.84615 5.29019  0.127
H 3.42209 -2.20390 3.19940  0.121
H 1.88229 -1.55498 1.33536  0.082
C 0.44808 3.06453 -2.02845  -0.066
N 0.48081 1.65606 -2.43327  -0.287
C 0.26089 1.44950 -3.86574  -0.070
P 1.38847 0.63122 -1.53978  0.528
O 1.16439 0.83569 -0.07350  -0.271
O 0.85831 -0.80411 -2.03966  -0.247
P 0.10900 -1.90023 -1.09162  0.522
O -0.67712 -1.16129 -0.05207  -0.280
N 1.30121 -2.91068 -0.64176  -0.301
C 0.95385 -3.93715 0.34853  -0.058
C 2.71713 -2.77617 -0.98101  -0.063
N -0.89902 -2.75112 -2.03367  -0.283
C -0.36594 -3.56353 -3.12935  -0.061
C -2.32596 -2.45775 -2.14238  -0.072
N 2.99116 0.58003 -1.82038  -0.288
C 3.48763 0.21748 -3.14997  -0.079
C 3.91017 1.42083 -1.04521  -0.062
H 1.21968 3.65016 -2.53433  0.099
H 0.58382 3.14967 -0.95199  0.078
H -0.52725 3.47765 -2.29222  0.091
H -0.72001 1.84850 -4.12884  0.092
H 0.27419 0.38902 -4.10664  0.078
H 1.01275 1.96373 -4.46916  0.096
H -0.11226 -4.15618 0.29758  0.092
H 1.19530 -3.63621 1.36837  0.078
H 1.49620 -4.85149 0.11032  0.099
H 2.83374 -2.24746 -1.92329  0.068
H 3.13579 -3.77555 -1.09725  0.100
H 3.28986 -2.24693 -0.21408  0.085
H 0.65022 -3.88104 -2.90776  0.083
H -0.37191 -3.00825 -4.07024  0.094
H -0.98194 -4.45454 -3.24578  0.098
H -2.65992 -1.90331 -1.27005  0.070
H -2.87529 -3.39817 -2.18338  0.099
H -2.54783 -1.89130 -3.05155  0.095
H 2.75768 -0.38878 -3.68438  0.078
H 4.40176 -0.36706 -3.04169  0.098
H 3.71455 1.10479 -3.74555  0.097
H 3.45250 1.70750 -0.10247  0.079
H 4.18363 2.31866 -1.60379  0.095
H 4.81713 0.85337 -0.83574  0.096
C -2.78842 -0.97573 4.49766  -0.206
S -2.59505 0.27781 3.25045  0.984
C -4.17437 0.10149 2.43264  -0.207
O -1.58016 -0.39303 2.29725  -0.521
H -3.62461 -0.69270 5.13621  0.078
H -1.87293 -0.99982 5.08429  0.068
H -2.96707 -1.93390 4.01383  0.076
H -4.94817 0.47460 3.10322  0.077
H -4.34293 -0.94411 2.18062  0.076
H -4.14970 0.71334 1.53332  0.048

Cartesian forces (eV/Å) of the 3 atoms listed first:
Co 0.09 -0.37 -0.42
O -0.02 0.05 0.07
C -0.01 -0.07 -0.04



The following is a DFT calculation (wB97M-V/def2-TZVPD) of a cluster of 10 separate species, C22H40F3N5O23S2 in total.

Computed properties:
Lowest unoccupied orbital energy (eV): -0.53
ΔE to the lowest compared entry with this formula, charge and spin (kJ/mol): 0.0
DFT total energy (Ha): -3962.002605
Frontier orbital gap (eV): 8.893
Charge: 0

Last column: Löwdin charge in e.
Cartesian coordinates (Å):
O 13.72292 2.70409 -16.16684  0.188
C 13.00653 2.42463 -15.26776  -0.496
O 12.20472 3.29492 -14.56458  0.067
C 11.36870 2.49224 -13.73129  -0.070
C 11.97222 1.12927 -13.61175  -0.347
F 11.03952 0.17183 -13.66215  0.104
O 12.82702 1.13637 -14.75407  0.108
H 11.35838 2.77833 -12.67955  0.133
H 10.34881 2.45810 -14.11437  0.149
H 12.56900 1.09132 -12.70043  0.144
O 12.39142 -0.48944 -9.25820  0.124
C 13.01196 -0.87605 -10.24958  -0.597
O 14.34837 -0.92559 -10.33185  0.076
C 14.67653 -1.42812 -11.59989  -0.105
C 13.45088 -2.11476 -12.07641  -0.220
F 13.37137 -3.42025 -11.65859  0.075
O 12.47856 -1.30992 -11.32962  0.147
H 14.90940 -0.67622 -12.35389  0.129
H 15.53893 -2.09472 -11.59685  0.153
H 13.20797 -2.04943 -13.13699  0.176
O 16.20908 8.76458 -8.97497  0.096
C 15.25858 8.81322 -9.79234  -0.540
O 14.47630 9.86281 -9.83810  0.123
C 13.38620 9.51823 -10.55221  -0.087
C 13.57242 8.03776 -10.87820  -0.383
F 13.37014 7.89440 -12.13469  0.134
O 14.92218 7.80526 -10.57356  0.181
H 12.43488 9.74929 -10.07295  0.144
H 13.36607 10.17961 -11.41838  0.148
H 12.88863 7.43342 -10.28211  0.107
C 17.68058 1.38161 -9.53895  0.040
N 17.36791 1.59512 -10.96330  -0.404
O 17.63497 2.69597 -11.42077  0.077
O 16.80707 0.66752 -11.58241  0.040
H 17.70148 2.37251 -9.08532  0.100
H 18.66783 0.91999 -9.51997  0.110
H 16.88349 0.87511 -8.99471  0.079
C 10.58168 6.40196 -10.04532  0.058
N 9.89755 5.04713 -9.96268  -0.408
O 8.70906 4.97930 -10.28873  0.056
O 10.48126 4.11922 -9.41653  0.042
H 9.77576 7.04259 -10.40336  0.098
H 11.32343 6.32311 -10.84011  0.081
H 10.92972 6.60412 -9.03236  0.091
C 11.07598 2.43361 -6.42722  0.039
N 9.91564 1.59394 -6.75827  -0.431
O 9.36604 0.94281 -5.88460  0.056
O 9.50621 1.58576 -7.95217  0.023
H 10.61931 3.38980 -6.68266  0.097
H 11.84269 2.07076 -7.11177  0.092
H 11.24699 2.30064 -5.35896  0.105
C 15.42171 -1.42619 -6.82079  0.067
N 14.85345 -0.16216 -6.22990  -0.411
O 14.97542 0.89243 -6.88948  0.008
O 14.27039 -0.17822 -5.16449  0.078
H 16.51048 -1.42586 -6.76889  0.102
H 15.07724 -1.43970 -7.85484  0.080
H 14.90339 -2.16667 -6.21161  0.101
C 13.89720 2.81538 -9.35435  0.081
N 13.88226 3.50550 -10.70280  -0.402
O 13.46983 4.64991 -10.75390  0.060
O 14.18222 2.86471 -11.65362  0.074
H 13.64160 3.52369 -8.56629  0.056
H 14.89504 2.40534 -9.19862  0.084
H 13.07024 2.10562 -9.37662  0.094
O 16.60081 6.76634 -16.61013  -0.345
S 16.74142 6.56579 -15.18120  0.723
O 17.75131 7.37833 -14.45690  -0.373
C 15.12996 6.80768 -14.33009  -0.198
C 14.82446 5.38537 -13.75609  -0.221
C 16.15072 4.80004 -13.35644  -0.225
C 16.97316 4.79008 -14.65703  -0.194
H 14.37717 7.16949 -15.03044  0.102
H 15.18603 7.57169 -13.55470  0.079
H 14.14502 5.57609 -12.92538  0.078
H 14.21919 4.83335 -14.47514  0.100
H 16.07295 3.74671 -13.08711  0.085
H 16.68364 5.43482 -12.64852  0.126
H 16.57305 4.30690 -15.54841  0.089
H 17.94050 4.32199 -14.83934  0.108
O 13.51792 4.54003 -6.58511  -0.350
S 13.76001 5.94384 -6.96177  0.734
O 13.43034 6.52512 -8.26098  -0.327
C 13.15991 7.01857 -5.60179  -0.203
C 14.14362 8.22120 -5.58696  -0.208
C 15.52020 7.57154 -5.53521  -0.204
C 15.49118 6.44183 -6.61816  -0.194
H 13.30864 6.53689 -4.63536  0.111
H 12.11657 7.20153 -5.85883  0.099
H 14.15280 8.89386 -6.44461  0.115
H 13.90518 8.78109 -4.68265  0.114
H 15.90985 7.30563 -4.55257  0.115
H 16.29675 8.23352 -5.91844  0.111
H 16.04774 5.62872 -6.15211  0.100
H 15.92364 6.73953 -7.57338  0.083

Cartesian forces (eV/Å) of the 3 atoms listed first:
O -0.22 -0.14 0.50
C -0.78 -0.46 0.72
O 0.37 -1.25 -0.11